The following is a DFT calculation (ωB97M-V/def2-TZVPD) of C8H19AlBrFN as an isolated structure.

Geometry (Å):
C1 0.97587 -2.28474 -0.13880
C2 2.05087 -1.56003 -0.96850
C3 1.75897 -0.08261 -1.27523
C4 2.13989 0.89483 -0.16096
C5 1.27766 0.88369 1.11246
C6 0.10429 1.87637 1.09042
Al1 -1.37149 1.86617 -0.25784
F1 -2.54367 3.00688 0.20832
Br1 -0.50848 2.79885 -2.32121
C7 -2.25371 0.15337 -0.81266
C8 -2.68576 -0.83299 0.28017
N1 -2.47149 -0.29668 1.63693
H1 0.06252 -1.68988 -0.08931
H2 0.69938 -3.23878 -0.59784
H3 1.28984 -2.49091 0.88618
H4 3.01557 -1.61643 -0.44798
H5 2.19057 -2.09142 -1.91441
H6 0.70269 0.03291 -1.54087
H7 2.31660 0.20678 -2.17239
H8 2.09448 1.90713 -0.57981
H9 3.19093 0.70506 0.09699
H10 0.91437 -0.13473 1.29872
H11 1.93496 1.10676 1.96546
H12 -0.40452 1.83600 2.06653
H13 0.52951 2.89153 1.04974
H14 -3.13548 0.50628 -1.36426
H15 -1.64841 -0.36704 -1.56644
H16 -2.15799 -1.79045 0.14740
H17 -3.75368 -1.06902 0.21163
H18 -2.83648 -0.93557 2.33661
H19 -1.47782 -0.19133 1.82096

## Properties
E_tot: -89457.5938 eV
net charge: -1
highest occupied orbital energy: -4.9 eV

The following is a DFT calculation (ωB97M-V/def2-TZVPD) of one molecule with the formula C4H8O2.

Geometry (Å):
C1 1.26059 -1.01651 -0.27147
C2 0.62472 0.08407 0.40239
O1 1.68265 1.30873 -0.10151
C3 -0.70644 0.54319 -0.14091
O2 -0.78193 1.42252 -0.97944
C4 -1.91089 -0.21424 0.35315
H1 0.75287 -1.42914 -1.14177
H2 1.78369 -1.74301 0.34373
H3 2.04336 0.34047 -0.57163
H4 0.71418 0.16378 1.48589
H5 1.14718 1.78438 -0.77681
H6 -1.94409 -1.18969 -0.14484
H7 -2.81766 0.34389 0.11242
H8 -1.84821 -0.39845 1.43081

## Properties
E_tot: -8369.5882 eV
ΔE to the lowest compared entry with this formula, charge and spin: 85.2 kcal per mole
highest occupied orbital energy: -8.2 eV

The following is a DFT calculation (ωB97M-V/def2-TZVPD) of one molecule with the formula C3H9N3O.

Geometry (Å):
C1 -2.23493 0.28591 0.39833
C2 -1.27064 -0.44233 -0.46315
C3 0.20484 0.06433 -0.27286
N1 0.54640 1.28992 -0.35084
O1 1.95502 1.49725 -0.01349
N2 1.04136 -1.07623 -0.11356
N3 2.41256 -1.02052 0.24374
H1 -3.34742 0.06589 0.31253
H2 -2.11927 1.34561 0.02150
H3 -2.08195 0.31374 1.44971
H4 -1.28287 -1.46816 -0.24609
H5 -1.64275 -0.30070 -1.53148
H6 1.88588 2.35976 0.32017
H7 0.61211 -1.90737 0.20840
H8 2.40768 -0.13973 0.64402
H9 2.91399 -0.86738 -0.60694

## Properties
structure (SMILES): CC/C(=N/O)NN
E_tot: -9771.5569 eV
ΔE to the lowest compared entry with this formula, charge and spin: 91.8 kcal per mole
highest occupied orbital energy: -8.8 eV

The following is a DFT calculation (ωB97M-V/def2-TZVPD) of C22H27BaBr2N5OS as an isolated structure.

Geometry (Å):
Ba1 0.48652 0.32783 0.98699
N1 1.19034 -2.51266 0.80898
C1 2.20658 -2.73248 -0.22792
C2 1.64781 -2.37208 -1.59606
N2 1.07893 -1.01915 -1.59522
C3 1.33975 -0.19071 -2.77711
C4 1.55261 1.26521 -2.39825
N3 0.40537 1.78685 -1.63650
H1 0.36223 -3.07485 0.63388
H2 1.53579 -2.80272 1.71745
H3 3.05099 -2.07524 -0.00762
H4 2.58220 -3.76131 -0.24952
H5 2.45643 -2.42344 -2.32648
H6 0.90259 -3.11845 -1.89889
H7 0.07308 -1.08511 -1.47608
H8 2.24586 -0.54859 -3.26811
H9 0.52775 -0.26843 -3.51156
H10 2.43510 1.34019 -1.75782
H11 1.75689 1.84511 -3.30479
H12 0.53908 2.77733 -1.46135
H13 -0.44539 1.70311 -2.18515
Br1 -3.58684 -2.91869 2.67169
C5 -3.34981 -1.17040 3.36575
C6 -4.22530 -0.73025 4.37102
C7 -4.10813 0.52614 4.88709
Br2 -5.30291 1.07570 6.25123
C8 -3.10767 1.41047 4.40733
C9 -2.91378 2.72849 4.88112
C10 -1.92104 3.50309 4.35960
C11 -1.10959 2.96489 3.34286
N4 -1.26069 1.75259 2.87192
C12 -2.23965 0.95591 3.39096
C13 -2.32744 -0.38738 2.84368
O1 -1.50939 -0.78157 1.93733
H14 -4.99359 -1.39581 4.73869
H15 -3.55808 3.10861 5.66214
H16 -1.75274 4.50989 4.71504
H17 -0.30621 3.55694 2.91497
N5 8.17649 2.87932 2.00349
C14 7.06958 2.56589 2.00519
C15 5.68495 2.17157 1.99878
C16 5.20588 1.34342 0.99029
C17 3.86276 0.98446 1.00757
C18 2.93818 1.39527 1.98331
C19 3.48974 2.23016 2.97434
C20 4.82036 2.61859 2.99905
H18 5.88158 0.99639 0.21753
H19 3.52986 0.33035 0.19119
H20 2.85722 2.59959 3.77825
H21 5.20415 3.26320 3.78061
C21 -3.56266 0.26315 -0.23330
S1 -2.36986 -0.32509 -1.45133
C22 -2.92432 -2.03958 -1.52885
H22 -4.55342 0.30737 -0.68242
H23 -3.27021 1.25934 0.09589
H24 -3.55228 -0.40941 0.62048
H25 -2.85289 -2.48495 -0.53616
H26 -2.29250 -2.58398 -2.22883
H27 -3.95448 -2.08221 -1.87904

## Properties
E_tot: -184365.6304 eV
ΔE to the lowest compared entry with this formula, charge and spin: 3.4 kcal per mole
highest occupied orbital energy: -7.4 eV

The following is a DFT calculation (ωB97M-V/def2-TZVPD) of a 10-piece molecular cluster, C19H61N9O10 overall.

Geometry (Å):
C1 7.26763 1.35074 2.25811
O1 5.93306 0.90540 2.05723
C2 5.19153 1.71274 1.12990
C3 3.81524 1.10842 1.40285
C4 3.53462 -0.12186 0.52860
N1 2.72242 2.10395 1.35310
H1 7.41953 2.39856 2.51714
H2 7.87671 1.30918 1.35513
H3 7.77142 0.72855 2.99782
H4 5.31654 2.70558 1.56205
H5 5.48341 1.82551 0.08578
H6 3.77655 0.85180 2.46151
H7 4.06476 -1.01548 0.85800
H8 3.81268 -0.06719 -0.52392
H9 2.44669 -0.16748 0.57782
H10 1.80753 1.70150 1.49844
H11 2.91469 2.79469 2.06445
C5 -4.67601 5.71328 0.78346
O2 -4.00328 4.41900 1.03114
C6 -4.43956 3.40000 0.15375
C7 -3.85696 2.10384 0.89510
C8 -3.65052 0.95935 -0.06100
N2 -4.64290 1.44467 1.93479
H12 -4.37539 6.31201 1.64326
H13 -5.75138 5.55132 0.70968
H14 -4.19305 6.06778 -0.12713
H15 -5.52655 3.36517 0.08072
H16 -4.11057 3.50839 -0.87975
H17 -2.96012 2.47225 1.39315
H18 -4.57373 0.78172 -0.61258
H19 -3.20792 0.08498 0.41616
H20 -2.90448 1.20955 -0.81527
H21 -4.53050 1.95515 2.79901
H22 -4.11723 0.58391 1.98827
C9 0.49853 0.28817 6.36736
O3 1.42847 0.17175 5.25702
C10 1.02275 -0.12010 3.96301
C11 0.12959 1.03868 3.44973
C12 -0.28126 0.76400 1.92822
N3 0.86377 2.27585 3.59570
H23 -0.29575 1.00657 6.16461
H24 1.00621 0.29647 7.33188
H25 0.05603 -0.70639 6.42345
H26 1.83906 -0.27558 3.25762
H27 0.60008 -1.12219 4.03549
H28 -0.71076 1.12213 4.13889
H29 -0.03470 -0.25061 1.61535
H30 0.14786 1.38291 1.14025
H31 -1.33824 1.00434 1.81370
H32 0.25576 3.06154 3.77768
H33 1.38039 2.16562 4.45655
N4 -1.93720 -4.69563 -2.79423
C13 -0.86328 -4.34079 -2.21105
N5 -0.86408 -4.73356 -1.00405
O4 -0.04419 -3.63955 -2.79938
H34 -2.31953 -4.02293 -3.44338
H35 -2.50283 -5.42676 -2.38729
H36 -0.01150 -4.62665 -0.47322
H37 -1.58725 -5.34172 -0.64731
N6 -3.79351 -3.20493 -5.98014
C14 -2.97083 -2.23023 -5.83105
N7 -2.97740 -1.37557 -6.78895
O5 -2.33113 -2.10641 -4.87681
H38 -3.89580 -3.97111 -5.33007
H39 -4.51477 -3.12732 -6.68289
H40 -3.22970 -1.63629 -7.73154
H41 -2.26858 -0.66458 -6.67864
N8 2.59909 -2.29371 -1.69063
C15 3.75690 -2.89628 -1.40775
N9 3.76822 -3.65602 -0.29537
O6 4.68618 -2.81252 -2.18533
H42 1.73337 -2.66444 -1.32568
H43 2.66265 -1.75111 -2.54013
H44 4.58629 -4.24673 -0.25149
H45 3.10618 -3.57613 0.46319
C16 0.02937 -3.23122 2.30153
O7 1.18449 -2.54834 1.87822
H46 0.29683 -4.25015 2.58145
H47 -0.66983 -2.77197 3.00032
H48 -0.57054 -3.26883 1.39225
H49 1.91222 -2.61300 2.50098
C17 -3.38824 1.03663 -3.84831
O8 -2.44088 1.82269 -3.15509
H50 -4.30997 1.60925 -3.95136
H51 -2.88611 0.85897 -4.79931
H52 -3.59514 0.10033 -3.33000
H53 -1.68967 1.26177 -2.94856
C18 1.78957 2.33112 -2.30216
O9 2.80242 2.90568 -1.40773
H54 1.96330 1.25752 -2.37489
H55 0.93160 2.50517 -1.65278
H56 1.67865 2.72785 -3.31132
H57 2.56672 2.47439 -0.58309
C19 -0.46405 -0.69633 -1.21464
O10 -0.25909 -0.95936 -2.60945
H58 -1.53749 -0.52755 -1.12895
H59 -0.07149 -1.47385 -0.55931
H60 0.08269 0.22708 -1.02360
H61 -0.34521 -1.89736 -2.79476

## Properties
structure (SMILES): COC[C@H](C)N.COC[C@H](C)N.COC[C@H](C)N.NC(N)=O.NC(N)=O.NC(N)=O.CO.CO.CO.CO
E_tot: -54573.5184 eV
highest occupied orbital energy: -8.4 eV

The following is a DFT calculation (ωB97M-V/def2-TZVPD) of C30H60P2Si2Y as an isolated structure.

Geometry (Å):
Y1 -1.53407 -0.22903 0.42216
C1 -0.82061 -2.38886 1.66650
C2 -0.89355 -1.36720 2.66541
C3 -3.04785 -1.73748 1.88550
C4 -2.16069 -2.62414 1.20874
C5 -2.26479 -0.94700 2.76858
C6 0.37029 -3.22900 1.36957
H1 1.05985 -2.75824 0.64833
H2 0.10068 -4.21405 0.95637
H3 0.95497 -3.43188 2.28534
C7 -2.56193 -3.79680 0.40658
H4 -1.97758 -4.69209 0.64296
H5 -2.42840 -3.59983 -0.65955
H6 -3.61724 -4.05370 0.54850
C8 -4.54316 -1.80163 1.83974
H7 -4.90489 -2.83193 2.00042
H8 -4.94629 -1.44819 0.87714
H9 -4.96889 -1.18676 2.64651
C9 -2.78395 0.11754 3.66500
H10 -2.97968 -0.26749 4.67719
H11 -3.74438 0.52580 3.30395
H12 -2.06807 0.94357 3.77316
C10 0.20370 -0.91646 3.55277
H13 -0.12622 -0.89711 4.60611
H14 0.54807 0.10088 3.31792
H15 1.07537 -1.57912 3.51938
C11 3.43759 -0.31909 -1.01131
C12 3.53294 -1.25188 -0.03107
C13 3.50776 -0.89442 1.43694
C14 4.21475 0.45312 1.82434
C15 3.47604 1.72196 1.66577
C16 2.02280 1.70316 1.53564
C17 1.49329 0.83595 0.32375
C18 2.53345 0.84889 -0.83657
H16 3.99746 -1.73230 1.96739
H17 5.15980 0.55265 1.26875
H18 2.48175 -0.87244 1.83108
H19 3.24866 1.79054 -0.67651
H20 3.95421 -0.40870 -1.97675
H21 3.86017 -2.28989 -0.23880
H22 1.99537 1.09624 -1.77059
H23 1.29287 -0.19770 0.64901
H24 1.50014 1.41290 2.47218
H25 0.53960 1.27719 -0.07507
H26 4.49387 0.35777 2.88039
H27 3.91582 2.52821 2.26857
P1 3.52207 3.42083 -0.46313
C19 4.17366 3.76600 -2.12127
C20 4.88418 4.01190 0.58042
P2 0.84672 3.38743 1.11751
C21 1.84746 4.07803 -0.29157
C22 1.42557 4.58932 2.37156
C23 -0.82619 3.97574 0.69162
H28 3.37416 4.12421 -2.78325
H29 4.60830 2.83553 -2.51549
H30 4.96022 4.52727 -2.01062
H31 5.33714 4.89929 0.10359
H32 5.64553 3.21908 0.65075
H33 4.56327 4.27245 1.59707
H34 -0.72425 5.00513 0.30369
H35 -1.46406 3.98518 1.58405
H36 -1.29778 3.35560 -0.08673
H37 1.26483 3.93736 -1.22516
H38 1.93760 5.17121 -0.11962
H39 0.57653 4.81545 3.02217
H40 1.71165 5.51379 1.85474
H41 2.26117 4.21149 2.95584
C24 -0.65617 -1.88921 -4.50077
Si1 -0.85800 -2.50954 -2.73922
C25 -1.79688 -4.14137 -2.87322
C26 0.81191 -3.06264 -2.06580
C27 -1.57522 -1.12604 -1.71648
Si2 -3.30738 -0.55410 -2.11281
C28 -4.55495 -1.97658 -2.00646
C29 -3.77668 0.67338 -0.73995
C30 -3.47819 0.31396 -3.76843
H42 -0.07145 -2.64022 -5.05336
H43 -0.12884 -0.92480 -4.53024
H44 -1.62995 -1.76227 -4.99143
H45 -1.38420 -4.67268 -3.74140
H46 -1.65532 -4.80956 -2.01371
H47 -2.87156 -4.03988 -3.04053
H48 1.32660 -2.27600 -1.50221
H49 0.72017 -3.93789 -1.40972
H50 1.47260 -3.34734 -2.89568
H51 -0.91610 -0.26196 -1.95270
H52 -4.45660 -2.53084 -1.06195
H53 -5.58494 -1.58857 -2.05089
H54 -4.43227 -2.69667 -2.82512
H55 -3.34214 1.67135 -0.87692
H56 -4.87223 0.77580 -0.84328
H57 -3.64498 0.38279 0.34048
H58 -2.75273 1.13308 -3.86122
H59 -3.32867 -0.35898 -4.62207
H60 -4.48265 0.75253 -3.86243

## Properties
E_tot: -67448.8059 eV
net charge: +1
highest occupied orbital energy (spin up / spin down): -8.4 / -8.2 eV